The following is a quantum chemistry calculation of a cluster of 8 separate species, C36H88F6N6O10S2 in total, from the Open Molecules 2025 dataset.

Each line ends with the Mulliken charge.
CARTESIAN COORDINATES (ANGSTROEM)
C  25.72168  -11.16301  6.69952  -1.2543
C  24.36146  -11.70427  6.27818  -0.6628
C  24.09319  -12.34362  4.99906  -0.4444
C  24.47496  -11.58384  3.74171  -0.8073
N  24.11305  -12.17700  2.42880  0.2490
C  22.53374  -12.16686  2.19965  -0.3990
C  22.29160  -10.88344  1.29456  -0.5657
C  23.71641  -10.21262  1.10009  -0.6812
C  24.60957  -11.39407  1.20655  -0.5171
C  24.54944  -13.60214  2.46360  -1.2308
H  25.91196  -11.14863  7.75526  0.3230
H  25.84758  -10.11547  6.28999  0.2835
H  26.52481  -11.52114  6.11597  0.3795
H  23.53977  -10.90486  6.46427  0.3208
H  24.03533  -12.29217  7.24274  0.3676
H  23.07337  -12.55914  4.85540  0.3591
H  24.72830  -13.28673  4.92104  0.3461
H  25.52957  -11.27800  3.70501  0.3920
H  23.94778  -10.66381  3.67564  0.4092
H  22.27647  -13.05303  1.67407  0.4132
H  22.10130  -12.16986  3.20746  0.2129
H  21.99753  -11.26881  0.29839  0.3111
H  21.52828  -10.19312  1.64517  0.3647
H  23.65509  -9.62445  0.18411  0.4132
H  23.90768  -9.54293  1.89644  0.3123
H  24.55741  -11.90939  0.28618  0.4236
H  25.70243  -11.07927  1.39286  0.3208
H  25.64938  -13.61970  2.55151  0.3274
H  24.23101  -13.98018  1.46585  0.4952
H  23.94847  -14.11329  3.15306  0.5386
C  32.10567  -5.37752  13.86293  -1.1452
C  31.40315  -4.60335  15.00953  -0.6823
C  29.94812  -4.91875  15.19018  -0.6589
C  29.60646  -6.42009  15.31606  -0.5510
N  28.23589  -6.88643  14.83366  0.0075
C  27.11389  -6.00190  15.39224  -0.4526
C  25.88164  -6.87415  15.36686  -0.5906
C  26.30307  -8.29418  15.03043  -0.7071
C  27.80907  -8.28490  15.32568  -0.4979
C  28.29082  -6.99669  13.20807  -1.0000
H  32.81621  -6.09360  14.37812  0.2480
H  32.77317  -4.65380  13.31026  0.3518
H  31.46245  -5.84362  13.16466  0.3587
H  31.46380  -3.48354  14.70372  0.3176
H  31.87192  -4.68178  15.94686  0.4606
H  29.47312  -4.50230  14.30191  0.3562
H  29.66449  -4.38951  16.06420  0.3699
H  29.58552  -6.68600  16.45129  0.3035
H  30.29408  -7.16246  14.80223  0.4283
H  27.04067  -5.04961  14.81136  0.3704
H  27.47421  -5.85888  16.36329  0.4310
H  24.98248  -6.46254  14.77711  0.2981
H  25.45846  -6.88296  16.39712  0.3014
H  26.22629  -8.57073  13.97377  0.2755
H  25.71121  -9.09842  15.49684  0.4531
H  28.34303  -9.03463  14.75248  0.4026
H  28.16749  -8.37128  16.43847  0.3607
H  28.68363  -6.03258  12.91216  0.3643
H  27.25563  -7.08323  12.96576  0.5104
H  28.75916  -7.88854  12.91540  0.3148
C  16.36302  -9.03474  15.41102  -1.5998
C  16.16485  -8.88463  13.94800  0.0795
C  16.30720  -7.40830  13.64501  -0.7037
O  16.40343  -7.18649  12.22210  -0.3659
C  17.30417  -6.17635  11.71269  -0.6134
N  17.18108  -9.60929  13.17700  -0.0389
H  18.10794  -9.02122  12.99873  0.1734
H  17.41117  -10.52671  13.62910  0.3906
H  16.87985  -9.81680  12.19584  0.4250
H  15.49106  -8.88252  16.06393  0.3855
H  17.11380  -8.36141  15.78390  0.4617
H  16.88160  -10.05188  15.60926  0.3028
H  15.27274  -9.37459  13.69815  0.6258
H  17.28145  -7.13588  14.07270  0.5393
H  15.43394  -6.76817  14.10784  0.2004
H  16.72732  -5.73012  10.88754  0.2763
H  18.17681  -6.64144  11.27475  0.2078
H  17.63391  -5.38155  12.54804  0.2638
C  11.28519  -6.79515  15.43224  -1.2547
C  10.40856  -6.73431  14.17416  -0.0011
C  11.35236  -6.23878  13.11166  -0.3327
O  10.84551  -6.46088  11.78581  -0.4817
C  10.17846  -5.30719  11.23735  -0.6529
N  9.98655  -8.13512  13.73303  0.0176
H  10.61304  -8.91131  13.99493  0.1669
H  9.09177  -8.38502  14.11623  0.4192
H  9.92070  -7.95209  12.71983  0.4393
H  12.30509  -7.17534  15.11001  0.1520
H  10.86033  -7.35923  16.23054  0.4253
H  11.44419  -5.76499  15.82416  0.4051
H  9.52885  -6.22445  14.41954  0.4482
H  12.27684  -6.80977  13.22531  0.0900
H  11.63241  -5.17417  13.13934  0.4943
H  9.16045  -5.15804  11.67337  0.2929
H  10.09333  -5.42645  10.19758  0.2760
H  10.68752  -4.32841  11.52892  0.2780
C  27.13311  -11.07448  22.44489  -1.2553
C  25.73313  -10.38331  22.53594  0.2125
C  25.77148  -8.93171  22.89226  -0.8628
O  24.45418  -8.51281  22.51892  -0.3850
C  24.16890  -7.16556  22.84369  -0.7545
N  25.14658  -10.45015  21.17013  -0.2742
H  25.72274  -9.99209  20.45760  0.3301
H  25.07291  -11.44059  20.86938  0.3800
H  24.25647  -9.97609  21.10812  0.3720
H  27.73554  -10.88082  21.48759  0.3433
H  26.91841  -12.18686  22.50246  0.4009
H  27.71108  -10.76032  23.28707  0.3688
H  25.09635  -10.93046  23.25614  0.3206
H  26.56608  -8.42515  22.38017  0.4143
H  25.90656  -8.78890  23.94973  0.4849
H  23.13834  -7.00416  22.63132  0.2764
H  24.76802  -6.48665  22.21330  0.3087
H  24.27596  -7.07387  23.91042  0.3194
C  9.38121  -13.44023  17.46160  -1.3883
C  10.88925  -13.55097  17.44276  0.5377
C  11.59312  -14.08640  18.69439  -0.6200
O  12.95793  -14.15854  18.34337  -0.4002
C  13.95374  -13.62858  19.15409  -0.8261
N  11.43567  -14.37381  16.33230  -0.1930
H  10.88196  -15.24795  16.12389  0.3733
H  11.46826  -13.74701  15.46948  0.3280
H  12.39253  -14.69007  16.75462  0.4569
H  9.07230  -13.18987  16.39829  0.3538
H  8.95878  -12.63970  18.10254  0.3665
H  8.92616  -14.37456  17.84973  0.3704
H  11.21806  -12.53564  17.28222  0.1381
H  11.17905  -14.99673  19.23599  0.3072
H  11.38765  -13.28186  19.44209  0.4039
H  13.63900  -12.70679  19.54655  0.3594
H  14.83451  -13.58352  18.59190  0.2923
H  14.14251  -14.28245  20.02611  0.2930
C  20.39069  -10.88566  13.18979  0.6762
F  19.19208  -11.50234  13.00473  -0.2403
F  21.13781  -11.68163  13.91218  -0.2335
F  21.04094  -10.66165  12.06574  -0.2366
S  20.14736  -9.27322  14.09225  1.0418
O  19.31777  -9.58664  15.23242  -0.6253
O  21.39953  -8.70252  14.42055  -0.5726
O  19.48508  -8.45633  13.05674  -0.8146
C  11.71888  -11.82963  12.75872  0.5045
F  10.70746  -10.90548  12.52222  -0.2332
F  11.17026  -12.94046  13.12630  -0.2049
F  12.53541  -11.91870  11.67993  -0.2049
S  12.66321  -11.23917  14.25964  1.0463
O  12.11367  -9.87004  14.50525  -0.8092
O  12.22269  -12.15975  15.30156  -0.7985
O  14.05017  -11.29438  13.86275  -0.6389

Calculated values
net charge	+4
E	-3899.623757	Ha
maximum force	0.1173	Eh/bohr
Kohn-Sham gap	0.2998	hartree

The following is a quantum chemistry calculation of a cluster of 2 separate species, C3H5BrO in total, from the Open Molecules 2025 dataset.

Each line ends with the natural charge from an NBO analysis.
CARTESIAN COORDINATES (ANGSTROEM)
C  -1.11923  0.16176  -0.61546  -0.3607
C  -0.12273  -0.02197  0.18904  -0.2922
C  1.28253  0.16815  -0.07156  0.1635
O  2.20577  -0.72486  0.22358  -0.6909
Br  1.71487  1.03321  -1.89073  -0.1126
H  -2.11329  -0.05211  -0.46184  0.2071
H  -0.77978  0.83535  -1.36470  0.2075
H  -0.30743  -0.49285  1.09525  0.2104
H  1.42912  1.36705  0.76581  0.1702
H  2.01292  -1.68843  0.03833  0.4977

Calculated values
net charge	0
E	-2766.455293	Ha
maximum force	0.1260	Eh/bohr
relative energy (zero: lowest compared OMol25 entry of this formula, charge and spin)	50.68	kcal per mole
Kohn-Sham gap	0.3723	hartree

The following is a quantum chemistry calculation of a structure of composition C16H28BrFeN3O6S2, from the Open Molecules 2025 dataset.

Each line ends with the Mulliken spin population.
CARTESIAN COORDINATES (ANGSTROEM)
C  3.91206  3.12770  0.65289  0.0000
C  2.58028  3.02438  -0.09308  -0.0001
O  2.10910  1.66518  -0.09515  0.0002
C  0.71965  1.51722  -0.16570  0.0081
C  0.10787  2.31573  -1.27374  -0.0002
C  -1.40484  2.13838  -1.49010  0.0108
C  -2.02514  3.32805  -2.23495  -0.0002
N  -2.59404  4.32828  -1.32930  0.0001
O  0.29101  1.82157  1.20800  0.0039
S  1.07789  0.69240  2.09540  -0.0001
O  0.03054  0.18880  2.95552  0.0098
O  2.20897  1.13007  2.80736  -0.0005
O  1.44581  -0.38697  0.91096  0.0002
C  0.51092  -0.02799  -0.12674  -0.0271
C  0.78174  -0.77364  -1.43378  0.0014
C  2.09896  -0.47096  -2.17142  0.0005
C  3.35793  -1.09894  -1.54581  0.0000
Br  4.79753  0.22007  -1.45547  0.0000
C  -0.91546  -0.45464  0.30357  0.1832
C  -0.94279  -1.70508  1.22540  -0.0722
C  -2.10617  -1.55371  2.20151  0.1886
C  -2.70035  -2.85749  2.74831  -0.0017
S  -3.65136  -3.79937  1.49411  0.4632
C  -2.45230  -4.86902  0.91209  0.0649
N  -1.92009  -5.77027  1.75873  0.1944
N  -1.03376  -6.45429  1.04568  0.0276
C  -1.03502  -5.97249  -0.17409  0.2256
O  -1.92813  -4.95956  -0.30628  -0.0255
H  3.79749  3.71856  1.55457  0.0000
H  4.31674  2.14587  0.87583  0.0000
H  4.63880  3.61281  0.00707  0.0000
H  2.74493  3.34783  -1.12148  0.0000
H  1.87053  3.72942  0.33679  0.0001
H  0.60328  2.05122  -2.20527  -0.0012
H  0.28210  3.38118  -1.14378  -0.0004
H  -1.92315  2.04453  -0.53128  -0.0131
H  -1.60542  1.22849  -2.05583  0.0002
H  -2.80473  2.93680  -2.89029  0.0000
H  -1.26270  3.77810  -2.87133  0.0001
H  -2.80734  3.93637  -0.42166  -0.0001
H  -3.48187  4.65204  -1.68734  0.0000
H  0.78066  -1.85089  -1.24490  -0.0009
H  -0.02290  -0.58213  -2.14033  0.0011
H  2.26130  0.59085  -2.30972  -0.0001
H  2.00068  -0.87661  -3.17820  0.0002
H  3.19858  -1.53483  -0.56713  0.0000
H  3.76236  -1.85657  -2.20539  0.0000
H  -1.51519  -0.70348  -0.56833  0.0032
H  -1.45077  0.36619  0.79640  -0.1696
H  -1.05190  -2.58283  0.59135  0.0025
H  -0.05825  -1.81835  1.83817  -0.0007
H  -1.69835  -0.98201  3.05759  0.0028
H  -2.90775  -1.01382  1.59538  -0.0788
H  -1.92332  -3.50908  3.14805  0.0006
H  -3.40988  -2.68245  3.55461  0.0032
H  -0.42418  -6.25877  -1.01440  0.0026
Fe  -3.23058  0.38817  2.37694  2.9932

Calculated values
net charge	+2
E	-5875.387405	Ha
maximum force	0.0378	Eh/bohr
relative energy (zero: lowest compared OMol25 entry of this formula, charge and spin)	24.75	kcal per mole
2S+1	5
Kohn-Sham gap (spin up / spin down)	0.2141 / 0.0813	hartree

The following is a quantum chemistry calculation of the molecule C3H2NP, from the Open Molecules 2025 dataset.

Each line ends with the natural charge from an NBO analysis.
CARTESIAN COORDINATES (ANGSTROEM)
C  2.11115  0.22888  -0.35209  0.1443
C  0.75619  0.28097  -0.22079  0.0461
C  -0.48016  -0.11892  -0.05597  -0.5988
N  3.29800  0.30191  -0.29605  -0.2283
P  -2.18938  0.41589  -0.32249  0.4164
H  -2.78356  0.10051  0.93005  -0.0469
H  -0.71224  -1.20923  0.31734  0.2672

Calculated values
net charge	0
E	-511.446105	Ha
maximum force	0.0525	Eh/bohr
relative energy (zero: lowest compared OMol25 entry of this formula, charge and spin)	51.43	kcal per mole
Kohn-Sham gap (spin up / spin down)	0.2691 / 0.2569	hartree

The following is a quantum chemistry calculation of a structure of composition C26H22F3N4O2Pd, from the Open Molecules 2025 dataset.

Each line ends with the Mulliken spin population.
CARTESIAN COORDINATES (ANGSTROEM)
Pd  -0.08196  1.61913  -1.01943  1.4527
O  -4.21952  -3.06379  -4.14046  0.0001
C  -3.07621  -2.59001  -4.81262  -0.0016
C  -2.43319  -1.50624  -4.00143  0.0113
C  -1.30654  -0.84421  -4.47884  0.0005
C  -0.74967  0.15539  -3.71269  0.0179
N  -1.24565  0.51361  -2.52789  0.0504
C  -2.31374  -0.13184  -2.03980  0.0295
C  -2.93391  -1.14240  -2.76190  -0.0033
C  -2.78181  0.30868  -0.70780  0.0158
C  -3.87104  -0.26692  -0.07122  -0.0038
C  -4.27644  0.18625  1.17664  0.0055
C  -5.42765  -0.49205  1.88130  -0.0015
O  -5.23264  -1.88835  1.96999  0.0002
C  -3.57544  1.24340  1.74062  0.0011
C  -2.50076  1.77336  1.05288  0.0098
N  -2.10018  1.31545  -0.12947  0.1004
H  -4.66475  -3.71295  -4.69102  0.0000
H  -3.32941  -2.18409  -5.79859  0.0005
H  -2.33793  -3.38773  -4.96160  0.0007
H  -0.87434  -1.10754  -5.43534  -0.0004
H  0.11492  0.70570  -4.05915  0.0017
H  -3.80434  -1.65900  -2.38888  -0.0010
H  -4.40802  -1.08489  -0.52925  -0.0016
H  -6.33775  -0.35877  1.29470  0.0004
H  -5.58808  -0.03554  2.86130  -0.0001
H  -4.60141  -2.08984  2.66782  0.0000
H  -3.85325  1.65106  2.70350  -0.0001
H  -1.94542  2.60580  1.46548  0.0056
F  5.86433  -4.15937  3.58332  0.0002
C  5.69756  -4.36006  2.26090  -0.0001
F  5.33594  -5.64102  2.09284  0.0000
F  6.90847  -4.20419  1.68986  0.0002
C  4.69715  -3.40160  1.68143  0.0062
C  4.95418  -2.03897  1.77644  -0.0033
C  4.06113  -1.13313  1.23806  0.0045
C  2.90014  -1.58272  0.60033  0.0080
C  2.65820  -2.95442  0.50546  0.0050
C  3.55362  -3.86065  1.04663  -0.0028
C  1.96584  -0.64186  0.06659  0.5616
C  1.18086  0.14204  -0.42767  -0.3429
H  5.85282  -1.69321  2.27086  -0.0001
H  4.25564  -0.07096  1.29619  0.0011
H  1.76747  -3.30123  0.00012  0.0008
H  3.36364  -4.92244  0.97525  -0.0001
N  2.68924  5.94786  2.74983  0.0009
C  2.17798  5.03937  1.89423  0.0001
C  2.38279  5.12872  0.50831  0.0049
C  1.80345  4.20323  -0.32387  -0.0031
N  1.03830  3.19659  0.11347  0.0663
C  0.89842  3.06375  1.44326  0.0019
C  1.43145  3.93961  2.35343  0.0010
H  3.18231  6.75623  2.41904  -0.0002
H  2.53011  5.86652  3.73692  -0.0002
H  3.00038  5.91760  0.10012  0.0005
H  1.96131  4.26128  -1.39303  0.0004
H  0.35823  2.18919  1.78080  -0.0015
H  1.28515  3.78218  3.41403  0.0005

Calculated values
net charge	+1
E	-1800.698632	Ha
maximum force	0.0123	Eh/bohr
2S+1	3
Kohn-Sham gap (spin up / spin down)	0.2715 / 0.2269	hartree

The following is a quantum chemistry calculation of a cluster of 2 separate species, H3N3O2 in total, from the Open Molecules 2025 dataset.

Each line ends with the natural charge from an NBO analysis.
CARTESIAN COORDINATES (ANGSTROEM)
H  1.60706  -1.80379  0.57745  0.3551
N  0.89998  -2.28460  0.10871  -0.5408
N  -0.25058  -2.00396  0.38966  0.2124
N  -1.32035  -2.29102  0.56453  0.3657
O  -2.48505  -2.15370  0.46190  -0.3946
O  -0.26329  0.76239  -0.05227  -0.9572
H  -0.24138  1.68110  0.25703  0.4778
H  -0.98852  0.73963  -0.80718  0.4816

Calculated values
net charge	0
E	-316.347402	Ha
maximum force	0.0652	Eh/bohr
relative energy (zero: lowest compared OMol25 entry of this formula, charge and spin)	37.29	kcal per mole
SMILES	[H]/N=N/N=O.O
Kohn-Sham gap	0.3396	hartree

Look up the net charge of the fifth one. +1

Which of these has the highest maximum force? C3H5BrO